DFT (wB97M-V/def2-TZVPD) results for 11 unconnected molecules or ions with the total composition C26H71BrFO17PS10.

Last column: Mulliken charge in e.
Element x y z (Å)
C 2.168 1.339 -3.218  -0.70
C 2.540 2.166 -4.478  -0.11
O 1.550 3.121 -4.841  -0.29
C 1.465 4.178 -3.934  -0.58
C 0.064 4.862 -4.129  -0.35
O -0.837 3.944 -4.778  -0.28
C -1.852 3.546 -4.018  0.52
F -2.553 4.552 -3.444  -0.26
O -1.397 2.581 -3.061  0.13
C -1.916 2.767 -1.798  0.45
O -2.845 2.173 -1.468  -0.40
Br -1.130 4.011 -0.567  -0.10
P -3.051 2.659 -5.177  0.63
O -3.170 3.344 -6.442  -0.73
O -4.470 2.701 -4.424  -0.38
O -2.684 1.104 -5.305  -0.49
H 1.866 0.324 -3.447  0.30
H 3.026 1.352 -2.544  0.36
H 1.328 1.812 -2.700  0.00
H 2.577 1.447 -5.304  0.08
H 3.554 2.581 -4.422  0.24
H 2.234 4.952 -4.078  0.43
H 1.503 3.866 -2.883  0.28
H -0.261 5.177 -3.135  0.15
H 0.149 5.726 -4.788  0.47
H -4.529 1.962 -3.794  0.29
H -1.821 1.036 -5.747  0.36
C 6.930 2.742 -7.736  -1.01
S 5.373 2.430 -6.888  0.62
O 5.620 1.351 -5.898  -0.60
C 4.541 1.683 -8.298  -0.94
H 7.624 3.178 -7.020  0.33
H 7.338 1.806 -8.117  0.30
H 6.763 3.443 -8.554  0.36
H 5.104 0.816 -8.642  0.32
H 4.451 2.419 -9.098  0.35
H 3.548 1.371 -7.979  0.29
C 0.608 -2.248 0.341  -0.50
S 0.907 -2.449 -1.421  0.35
O 1.687 -1.261 -1.871  -0.57
C -0.788 -2.194 -1.949  -0.51
H 1.563 -2.327 0.859  0.40
H 0.173 -1.264 0.528  0.33
H -0.067 -3.030 0.697  -0.06
H -1.135 -1.215 -1.615  0.06
H -1.414 -2.981 -1.532  0.13
H -0.814 -2.239 -3.038  0.42
C -4.427 -4.386 1.760  -0.89
S -3.681 -3.694 0.282  0.39
O -2.210 -3.569 0.524  -0.46
C -4.385 -2.049 0.467  -0.83
H -4.084 -5.411 1.869  0.29
H -4.125 -3.812 2.633  0.19
H -5.513 -4.371 1.649  0.45
H -4.078 -1.621 1.422  0.20
H -5.472 -2.113 0.413  0.42
H -4.018 -1.425 -0.346  0.23
C -1.231 -2.520 4.014  -1.17
S -0.826 -4.107 3.271  0.91
O -2.035 -4.973 3.385  -0.68
C 0.326 -4.620 4.550  -1.06
H -1.978 -2.032 3.388  0.12
H -1.635 -2.675 5.016  0.44
H -0.334 -1.902 4.059  0.43
H -0.175 -4.637 5.519  0.35
H 1.170 -3.930 4.575  0.34
H 0.684 -5.620 4.308  0.31
C -1.458 7.503 2.256  -0.66
S -0.042 7.699 1.171  0.44
O 0.293 6.347 0.641  -0.58
C 1.149 8.071 2.466  -0.98
H -2.318 7.225 1.649  0.30
H -1.261 6.718 2.988  0.08
H -1.662 8.449 2.761  0.42
H 1.181 7.250 3.183  0.28
H 0.865 8.998 2.963  0.39
H 2.128 8.191 2.005  0.33
C 3.405 -7.182 0.492  -0.92
S 2.446 -6.274 1.706  0.69
O 2.799 -6.816 3.051  -0.69
C 0.848 -6.968 1.250  -0.90
H 4.451 -6.926 0.622  0.26
H 3.268 -8.255 0.641  0.36
H 3.086 -6.896 -0.510  0.33
H 0.877 -8.053 1.351  0.40
H 0.613 -6.688 0.223  0.30
H 0.091 -6.560 1.919  0.19
C -3.394 2.904 3.338  -0.86
S -3.182 4.532 4.070  0.57
O -1.742 4.889 3.940  -0.64
C -3.452 4.013 5.771  -1.03
H -3.227 2.990 2.265  0.21
H -2.671 2.210 3.767  0.29
H -4.411 2.555 3.521  0.39
H -2.726 3.247 6.043  0.31
H -4.467 3.628 5.875  0.37
H -3.325 4.881 6.416  0.33
C 7.106 -4.262 1.298  -0.93
S 6.643 -4.455 -0.429  0.48
O 5.851 -5.712 -0.533  -0.57
C 8.299 -4.817 -1.030  -0.96
H 6.203 -4.068 1.873  0.30
H 7.579 -5.177 1.659  0.31
H 7.789 -3.418 1.398  0.39
H 8.694 -5.696 -0.518  0.30
H 8.944 -3.956 -0.856  0.38
H 8.237 -5.015 -2.098  0.31
C -6.595 4.940 -3.569  -0.70
S -7.505 5.795 -2.277  0.47
O -7.089 5.204 -0.977  -0.60
C -9.113 5.099 -2.690  -0.94
H -5.542 5.198 -3.477  0.13
H -6.716 3.863 -3.456  0.24
H -6.961 5.260 -4.545  0.42
H -9.069 4.011 -2.633  0.29
H -9.397 5.414 -3.694  0.35
H -9.840 5.473 -1.972  0.33
C 0.819 -6.786 8.780  -0.90
S 0.350 -5.070 9.043  0.39
O -0.121 -4.538 7.736  -0.56
C 2.021 -4.454 9.297  -0.92
H -0.082 -7.355 8.559  0.32
H 1.510 -6.856 7.939  0.28
H 1.284 -7.177 9.685  0.37
H 2.633 -4.676 8.423  0.28
H 2.447 -4.921 10.186  0.37
H 1.968 -3.377 9.442  0.31

Properties
DFT total energy   -253315.32741 eV
Net charge   0
Lowest unoccupied orbital energy   0.0120 Eh
Kohn-Sham gap   8.62 eV